[1]
A molecular structure, C57H61As3PPdSb in a non-equilibrium geometry. Source: the OMol25 dataset; level of theory: ωB97M-V with the def2-TZVPD basis set.

Each line ends with the Mulliken charge.
Cartesian coordinates (Å):
Sb -1.9350 -0.6688 0.8642  1.038
Pd 0.7236 -0.7290 0.1972  0.005
As 3.0681 -1.4376 0.2284  1.489
As -3.3654 -0.5402 -4.8338  0.142
As 1.5049 1.1230 1.6096  1.693
P 0.1227 0.4024 -2.0118  2.959
C -0.5359 -4.7979 0.3631  -0.545
C -1.3404 0.9935 -6.4198  0.040
C 0.9579 -2.1098 -2.9016  0.188
C 0.0239 -2.7332 2.1083  0.053
C -4.4126 2.0494 -5.7281  -0.354
C 2.4597 1.9108 -1.9290  -0.768
C -2.0687 -3.4127 -1.0260  -1.400
C 5.5452 2.1952 1.9269  -0.870
C 0.0690 -0.0368 -8.0718  -0.516
C 2.1810 -2.5266 -4.9247  -0.940
C 3.1942 3.0826 -1.9573  -0.813
C 3.6570 -2.9082 1.3311  -1.295
C 4.0937 0.0435 0.9329  0.140
C -1.4269 0.7130 -2.9258  -0.676
C 5.4862 0.0154 0.9134  -0.969
C 2.5549 4.2979 -2.1751  -0.862
C -3.9011 -3.0300 2.5281  -1.354
C -1.7825 -0.5583 3.9627  -1.119
C -4.1173 1.2505 -4.6263  0.092
C -4.5241 1.6803 -3.3653  0.556
C 4.1608 2.2208 1.9630  -1.115
C -5.1766 2.8927 -3.1990  -0.872
C -2.0003 0.1773 2.7991  1.944
C 1.2831 1.0097 3.5327  -1.274
C -1.9276 -0.2367 -6.1279  0.042
C -6.6661 -1.7061 0.3265  -0.827
C 0.3102 -5.0141 1.4433  -0.871
C -1.8935 0.0437 5.2063  -1.011
C -5.4401 3.6926 -4.3015  -0.638
C -1.4975 -1.3632 -6.8268  -0.398
C 6.2077 1.0898 1.4072  -0.936
C -0.3490 1.0931 -7.3840  -0.807
C -6.0353 -0.7630 -0.4689  -0.769
C -1.1393 -3.5664 0.1444  -0.135
C -5.0633 3.2640 -5.5648  -0.615
C -0.8770 -2.5197 1.0559  -0.021
C -3.9604 -1.2638 0.6550  1.036
C -4.5758 -2.2150 1.4657  1.085
C 3.9049 -1.8036 -1.4733  -1.234
C -4.6805 -0.5448 -0.2980  -0.142
C -0.5024 -1.2661 -7.7886  -0.754
C 1.1827 4.3318 -2.3681  -0.658
C -2.7180 2.3502 1.6671  -1.650
C 0.6026 -3.9798 2.3141  -1.319
C 1.0804 1.9338 -2.1253  0.515
C 1.5413 -3.0009 -3.7888  -0.774
C 1.6210 -0.2730 -4.2983  -0.816
C 0.4457 3.1554 -2.3434  -1.123
C 3.4342 1.1416 1.4669  0.068
C -2.2331 1.3840 5.2919  -0.953
C -2.1991 -0.5575 -3.2182  -0.489
C 0.9956 -0.7389 -3.1418  0.432
C 2.2197 -1.1612 -5.1767  -0.967
C -5.9437 -2.4116 1.2679  -0.729
C 0.9832 2.9436 1.2038  -1.485
C -2.3722 1.5296 2.8806  0.940
C -2.4749 2.1145 4.1402  -0.802
H 1.6480 0.7873 -4.5174  0.498
H 3.4168 -2.7019 2.3722  0.334
H -4.3513 1.0563 -2.4932  0.151
H -6.4478 -3.1475 1.8813  0.522
H 4.9861 -1.7923 -1.3321  0.617
H 7.2868 1.0665 1.3852  0.445
H -0.7434 -5.6116 -0.3185  0.530
H 2.6389 -3.2155 -5.6179  0.516
H -7.7235 -1.8947 0.2133  0.437
H -4.1821 0.1899 -0.9188  0.020
H -5.2837 3.8730 -6.4296  0.413
H 0.4344 -2.5022 -2.0245  -0.113
H -4.1628 -2.6547 3.5177  0.407
H 3.1269 5.2131 -2.2039  0.411
H -2.0398 2.1704 0.8269  -0.007
H 3.6074 -1.0616 -2.2115  0.205
H -1.7219 -0.5344 6.1035  0.515
H -0.1941 -2.1470 -8.3330  0.472
H 0.6816 5.2713 -2.5488  0.470
H 0.8379 3.4824 2.1415  0.596
H -1.1219 1.2389 -3.8360  0.319
H 1.7672 3.4096 0.6075  0.443
H 0.7370 -5.9939 1.5985  0.424
H 0.8225 0.0460 -8.8422  0.467
H 2.6997 -0.7868 -6.0693  0.450
H 6.1099 3.0328 2.3109  0.465
H 4.7382 -2.9883 1.2080  0.529
H -1.9591 -2.3260 -6.6357  0.406
H 6.0239 -0.8350 0.5098  0.351
H 1.2615 -4.1400 3.1559  0.561
H 2.9706 0.9636 -1.7713  0.183
H 2.0205 1.6790 3.9820  0.630
H 0.2282 -1.9317 2.8193  0.490
H 1.4645 -0.0099 3.8704  0.325
H -1.6803 1.8946 -5.9233  0.507
H 0.2739 1.3128 3.8138  0.257
H -0.6227 3.2054 -2.5035  0.472
H 0.0579 2.9490 0.6318  0.120
H -6.5873 -0.2078 -1.2125  0.596
H 3.6586 3.0880 2.3771  0.445
H -1.7805 -4.0866 -1.8324  0.629
H -4.1408 1.7278 -6.7269  0.491
H 3.1767 -3.8322 1.0141  0.441
H -1.5309 -1.6092 3.9162  0.504
H -2.0633 -2.3971 -1.4339  -0.174
H 0.0817 2.0575 -7.6150  0.438
H -4.2409 -4.0635 2.4702  0.566
H -2.8167 -3.0363 2.4472  -0.149
H -5.4890 3.2078 -2.2133  0.484
H -2.8317 -0.8415 -2.3711  -0.377
H 4.2641 3.0474 -1.8130  0.504
H -3.0990 -3.6452 -0.7470  0.412
H -2.3247 1.8609 6.2575  0.442
H -2.6736 3.4150 1.8923  0.549
H -2.7618 3.1543 4.2191  0.498
H 3.5869 -2.7860 -1.8159  0.479
H -3.7311 2.1345 1.3209  0.325
H -2.0432 1.4072 -2.3454  0.817
H 1.4955 -4.0643 -3.5933  0.526
H -1.5224 -1.3954 -3.4113  0.512
H -5.9519 4.6362 -4.1786  0.410

The lowest unoccupied orbital energy (alpha / beta) comes out at -7.2 / -7.0 eV. The total charge is +2. For the HOMO-LUMO gap (alpha / beta), the calculation gives 5.02 / 5.27 eV.

---

[2]
A gas-phase ion, C57H69F6N4 (charge +1) in a non-equilibrium geometry. Source: the OMol25 dataset; level of theory: ωB97M-V with the def2-TZVPD basis set.

Each line ends with the Mulliken charge.
Cartesian coordinates (Å):
F 4.9613 1.2694 -0.6250  -0.281
F 6.3637 -0.4347 -0.8130  -0.286
F -3.3744 2.2620 0.2841  -0.258
F -4.6094 1.9540 -1.5046  -0.275
F 4.2299 -0.7901 -0.3542  -0.218
F -5.4102 3.1133 0.2017  -0.281
N -2.4005 -4.3714 4.3633  2.075
N -4.3894 -0.4050 0.0130  0.203
N 4.3856 0.7035 2.0349  0.017
N -0.9639 -5.8759 3.4752  1.830
C -0.0754 -1.9922 7.2218  -1.484
C 5.5603 0.1620 1.3673  -1.069
C 2.2416 -2.2081 2.2372  -0.772
C 1.9668 -8.8652 4.3606  -1.436
C 1.3588 -6.5624 1.4155  1.703
C -0.0457 -2.7260 3.0991  0.539
C 2.5389 -4.2562 4.4645  -0.799
C -4.1052 -4.7086 6.1552  0.913
C -3.0772 -5.1273 3.3647  -1.355
C -2.9515 -0.3239 1.9673  -1.157
C 1.1908 -4.3401 4.8209  1.212
C -1.7263 -8.5290 5.0603  2.286
C -0.0450 -7.0577 3.6102  -0.242
C 0.6627 -5.2378 1.3190  -1.221
C 4.3365 2.1342 2.2151  -1.161
C 1.7897 -6.0411 6.4652  -0.305
C -2.8292 -2.2117 0.4786  -0.993
C -5.7547 -6.0064 4.8164  -1.296
C 2.8587 -6.3130 1.1783  -2.083
C -3.4423 -0.9788 0.8153  1.036
C -2.6878 -8.9227 3.9363  -1.540
C -1.5885 -2.0517 6.8951  0.964
C -5.4965 -4.6625 5.4984  1.677
C -1.0738 -4.7025 4.1813  -0.736
C -1.6774 -9.7645 5.9749  -2.497
C 3.3582 -0.0915 2.4263  1.247
C -1.3478 -2.1268 2.4460  0.846
C 1.1184 -7.2004 2.8125  -0.374
C 0.7491 -8.8694 5.0157  -0.007
C 3.4288 -1.4932 2.2502  -0.289
C -2.8176 -5.3071 8.1502  -1.502
C -2.9279 -4.0445 5.6836  -1.194
C 1.1153 -1.7404 2.9374  -0.535
C -1.8754 -4.3281 7.8457  -0.293
C -2.2142 -6.0122 2.8332  -2.176
C -1.9659 -1.2273 5.6759  -0.371
C -3.9597 -5.4264 7.3518  0.243
C -6.5754 -4.5174 6.5839  -1.763
C -4.8841 -1.0888 -1.1563  -1.271
C -0.0580 -3.5910 4.2766  1.276
C -1.8989 -0.8572 2.6976  -0.218
C -1.8505 -2.7576 1.2953  -0.674
C -5.6267 -3.4590 4.5554  -1.508
C -0.3259 -8.1097 4.5382  -0.010
C -5.1905 0.7395 0.4330  -1.222
C 3.1054 -6.0470 6.0005  -1.132
C 2.1110 -8.0957 3.2236  0.152
C 2.1599 0.4547 2.9349  -1.237
C -2.0493 -3.5233 6.7165  0.961
C -2.2697 -7.4007 5.9024  -1.552
C 3.4611 -5.1846 4.9680  -0.421
C -4.6590 2.0204 -0.1351  1.062
C 0.8252 -7.4892 0.3174  -1.784
C 1.1032 -0.3768 3.2885  -0.326
C 5.3008 0.0392 -0.1052  1.118
C 0.8496 -5.2233 5.8511  0.446
C -2.3458 -1.4060 8.0754  -1.859
H -4.9868 -6.2473 4.0777  0.233
H -2.2218 -9.7044 3.3213  0.432
H -1.2531 -10.6288 5.4487  0.516
H -4.0775 -4.8966 3.0298  1.620
H -1.6510 -7.2470 6.7960  0.277
H 0.1729 -3.4635 2.3295  -0.831
H -5.7497 -6.8135 5.5618  0.287
H 3.3310 -5.8374 2.0502  0.287
H -2.6984 -10.0362 6.2768  0.410
H 4.4798 -5.2098 4.5642  0.420
H -2.6932 -5.9383 9.0312  0.390
H -5.2091 0.8378 1.5213  0.340
H -3.0406 -0.9963 5.6600  0.486
H -3.6187 -9.3185 4.3705  0.422
H -4.7871 -3.3606 3.8633  0.141
H 5.3548 2.5303 2.1216  0.310
H -1.1092 -9.5789 6.8938  0.475
H 0.0782 -2.0066 8.3098  0.495
H 3.0319 -8.1883 2.6531  0.335
H 2.0757 1.5359 3.0364  0.453
H -4.7580 -6.1048 7.6657  0.301
H -1.5433 -0.2295 3.5046  -0.131
H -1.0485 -4.1341 8.5405  0.568
H 0.4906 -2.8401 6.8146  0.324
H -0.4739 -3.0468 5.1455  -0.646
H -5.3492 -2.0569 -0.9056  0.389
H 1.4672 -6.6694 7.2867  0.461
H -7.5612 -4.4024 6.1186  0.445
H 4.3738 -1.9976 2.0715  0.302
H 6.3706 0.8821 1.4977  0.388
H 0.3819 -1.0698 6.8325  0.314
H -2.2818 -6.4500 5.3761  -0.224
H 3.3749 -7.2543 0.9576  0.575
H -6.3897 -3.6368 7.2082  0.378
H -1.4038 -0.2817 5.6537  0.706
H 1.0612 -4.5912 0.5238  0.989
H -2.9522 -8.0865 3.2900  0.147
H -2.1012 -1.8834 9.0297  0.427
H 3.0065 -5.6488 0.3126  0.408
H 5.8237 -0.8237 1.7602  0.266
H -2.3673 -6.7379 2.0354  0.760
H -4.0777 -1.2724 -1.8835  0.347
H 0.6436 -9.5083 5.8919  0.460
H 0.9373 -7.0018 -0.6603  0.429
H -3.3563 0.6411 2.2614  0.576
H 0.8569 -4.7440 2.2799  -0.956
H -0.1941 -5.2467 6.1821  -0.815
H -6.1957 0.6072 0.0066  0.481
H -6.6229 -5.3997 7.2299  0.386
H -6.7276 -5.9901 4.3087  0.509
H 2.9085 -3.4439 3.8491  0.663
H -0.4138 -5.3408 1.1681  0.647
H -3.4284 -1.4944 7.9168  0.361
H -3.0851 -2.7201 -0.4533  0.441
H 2.2513 -3.1988 1.7640  -0.164
H 2.7870 -9.4811 4.7163  0.474
H 3.8334 -6.7291 6.4384  0.393
H 3.6711 2.6126 1.4702  0.333
H 3.9551 2.3665 3.2207  0.425
H -1.7612 -1.7910 4.7673  -0.769
H -0.2397 -7.7023 0.4816  0.294
H -6.5525 -3.5474 3.9723  0.400
H -2.0948 -0.3367 8.1566  0.462
H -5.6406 -0.4539 -1.6229  0.426
H -1.4594 -3.7376 1.0356  0.337
H 1.3833 -8.4330 0.3183  0.418
H -3.3006 -7.6036 6.2219  0.844
H -5.6724 -2.5345 5.1481  0.290
H 0.2729 0.0782 3.8282  0.320

The lowest unoccupied orbital energy comes out at -3.3 eV. The total charge is +1. For the HOMO-LUMO gap, the calculation gives 6.28 eV.

---

[3]
A molecular structure, C57H70AlIN3O3. Source: the OMol25 dataset; level of theory: ωB97M-V with the def2-TZVPD basis set.

Each line ends with the Mulliken charge.
Cartesian coordinates (Å):
I -1.2817 0.4621 -6.9619  -0.486
Al -1.4986 -0.9920 -4.7913  -0.237
O 2.8419 -4.0687 -4.9954  -0.559
O -3.4368 -2.3551 -2.5127  -0.595
O -0.3285 -0.4635 -3.5971  0.161
N 2.6220 -1.6135 -3.6896  -0.313
N -1.2339 -2.7649 -5.2356  -0.545
N -5.4608 -1.7103 -3.3926  0.593
C 3.3873 3.9904 -2.2182  -0.052
C 8.3008 -2.0774 8.1278  -0.419
C -8.1446 3.7259 -3.0929  -0.410
C 0.2742 -4.9235 1.8081  -0.388
C -3.3021 1.3007 3.9738  -0.262
C -4.5714 7.1966 3.5702  -0.400
C -5.8341 -2.6561 -4.4420  -1.218
C 4.7335 2.9074 -3.8900  -0.432
C -0.9850 4.5144 0.6351  -0.359
C 8.8533 -1.8741 5.7970  -0.564
C -4.5280 5.8162 3.7098  -0.623
C -0.3393 3.1028 -1.2024  -0.753
C -6.0820 -2.0235 -2.1047  -1.256
C -0.5568 -3.6003 -0.4946  -0.600
C 5.9272 -4.4813 2.5909  -0.444
C 2.6761 -4.1069 -3.5750  0.598
C -7.4416 1.4969 -3.6582  -0.445
C 4.5307 4.3639 -1.5266  -0.522
C -3.3710 -0.6102 -4.1781  -0.371
C 6.5819 -3.9083 0.3501  -0.550
C -4.5827 1.5926 4.4235  -0.510
C -2.1473 5.9215 4.0145  -0.480
C -7.0709 3.8422 -2.2204  -0.341
C 7.7685 -2.6758 5.4695  0.015
C 5.8805 3.2970 -3.2109  -0.423
C -3.3165 5.1777 3.9332  0.461
C -3.4020 7.9400 3.6530  -0.397
C 7.2155 -2.8783 7.8006  -0.382
C -4.7595 2.2103 5.6544  -0.410
C -6.1839 2.7850 -2.0663  -0.702
C 6.9492 -3.1765 6.4714  -0.326
C -3.6580 2.5277 6.4374  -0.345
C -4.0075 -1.6172 -3.2956  -0.123
C 4.5971 -4.5144 2.1948  -0.459
C -2.3786 2.2225 5.9944  -0.435
C 6.9201 -4.1782 1.6693  -0.457
C -6.3705 1.6120 -2.7843  0.109
C -2.2017 1.6129 4.7597  -0.347
C 9.1194 -1.5747 7.1258  -0.319
C 1.8497 -5.3155 -3.1090  -1.076
C 3.4887 3.2690 -3.3955  -0.434
C 2.0690 -0.3842 -3.1280  -0.008
C 0.8877 0.1639 -3.9172  -0.203
C 0.3572 -3.0023 0.3616  -0.464
C -2.1892 7.3021 3.8752  -0.440
C -0.5092 1.9789 -0.4057  -0.406
C -0.9158 2.1262 0.9126  -0.450
C -8.3293 2.5528 -3.8128  -0.404
C -1.1541 3.3912 1.4324  0.438
C 0.7772 -3.6644 1.5073  -0.619
C 5.2521 -3.9440 -0.0462  -0.203
C 2.0097 -2.8087 -3.1422  0.105
C -1.0656 -4.8556 -0.1898  -0.482
C -0.5771 4.3691 -0.6847  -0.875
C 5.7796 4.0249 -2.0310  -0.309
C -0.6561 -5.5144 0.9623  -0.505
C 4.2593 -4.2464 0.8760  -0.199
H -5.5165 7.6935 3.3913  0.370
H 6.0990 -3.7959 6.2153  0.367
H 0.7579 -2.0259 0.1175  0.469
H 6.8550 3.0202 -3.5933  0.361
H -1.7758 -5.3183 -0.8631  0.437
H 1.5101 -3.2038 2.1597  0.577
H -9.1628 2.4644 -4.4986  0.358
H -6.9227 4.7588 -1.6631  0.364
H 9.9638 -0.9472 7.3808  0.356
H -5.6883 0.7798 -2.6760  0.188
H -3.7970 3.0293 7.3865  0.366
H 8.5071 -1.8426 9.1642  0.347
H -0.3551 -2.8998 -5.7313  0.159
H -0.0285 2.9813 -2.2328  0.678
H 2.5852 2.9629 -3.9083  0.411
H -1.0490 1.2505 1.5367  0.364
H 7.5578 -2.9048 4.4330  0.201
H 7.9579 -4.1529 1.9787  0.401
H -7.0265 -1.4698 -2.0291  0.334
H 2.4082 -5.9563 -2.4188  0.279
H -6.3054 -3.0945 -1.9914  0.400
H -1.0505 -6.4961 1.1952  0.366
H -3.4057 0.3574 -3.6557  0.190
H -5.7186 -2.2075 -5.4347  0.245
H 3.0221 -4.9643 -5.2983  0.344
H -5.3426 2.8764 -1.3907  0.496
H 1.1288 0.0462 -4.9837  0.387
H -0.4486 5.2428 -1.3117  0.438
H 3.2226 -4.2724 0.5661  0.385
H -1.4769 3.5025 2.4603  -0.106
H 7.3548 -3.6686 -0.3690  0.375
H 9.4904 -1.4817 5.0149  0.357
H 0.9322 -5.0022 -2.6009  0.118
H 0.9563 -2.8347 -3.4540  -0.303
H -3.4353 9.0163 3.5415  0.367
H -5.4382 5.2338 3.6414  0.401
H -1.2761 7.8808 3.9361  0.374
H -0.8672 -3.0967 -1.4001  0.847
H -0.3315 0.9943 -0.8197  0.526
H -5.4321 -1.7186 -1.2835  0.386
H 2.4062 4.2421 -1.8354  0.285
H 6.5756 -3.2686 8.5815  0.352
H 4.9850 -3.7324 -1.0740  0.299
H -1.9449 -3.0793 -5.8936  0.237
H 6.1909 -4.6972 3.6192  0.423
H 1.5416 -5.9104 -3.9742  0.400
H 3.6786 -4.1674 -3.1141  -0.019
H 0.8025 1.2454 -3.7137  -0.231
H -5.2324 -3.5762 -4.4000  0.392
H 6.6759 4.3164 -1.4978  0.352
H 3.8209 -4.7481 2.9130  0.415
H -3.1622 0.8369 3.0058  0.370
H -1.5192 2.4781 6.6008  0.380
H -7.5707 0.5795 -4.2190  0.381
H 2.0101 -2.7973 -2.0350  0.023
H -5.7558 2.4587 5.9974  0.390
H -1.2032 1.3899 4.4046  0.400
H 4.4487 4.9126 -0.5970  0.372
H -1.1795 5.4993 1.0423  0.417
H -1.2009 5.4218 4.1827  0.364
H 0.6118 -5.4469 2.6947  0.358
H 3.6242 -1.6489 -3.5462  0.330
H -6.8891 -2.9218 -4.3181  0.443
H 4.8067 2.3191 -4.7955  0.397
H -8.8352 4.5511 -3.2149  0.343
H -3.2825 4.1015 4.0378  0.025
H -4.0249 -0.4826 -5.0519  0.396
H 1.7065 -0.5569 -2.0979  -0.138
H 2.8587 0.3739 -3.1127  0.320
H -5.4393 1.3544 3.8063  0.400

The lowest unoccupied orbital energy comes out at 2.1 eV. The total charge is -1. For the HOMO-LUMO gap, the calculation gives 7.29 eV.

---

Among the records above, which one has the lowest total charge? C57H70AlIN3O3

---

Look up the total charge of the second one. +1